A structure of composition C43H45BCdF3N7O8PS. Source: OMol25; level of theory: ωB97M-V with the def2-TZVPD basis set.

XYZ file:
```
110
Properties=species:S:1:pos:R:3:forces:R:3:lowdin_charge:R:1
Cd -0.6673 0.3206 -1.3861 -0.53 -0.31 0.22 1.33
N -5.0566 6.8744 -0.3048 0.00 0.03 0.07 0.08
C -4.8334 5.5629 -0.7341 0.00 -0.02 -0.04 -0.32
C -3.6022 5.1916 -1.2659 0.00 -0.05 -0.02 -0.02
C -3.3682 3.8838 -1.6509 0.01 -0.04 0.09 -0.05
C -4.3688 2.9350 -1.5040 0.03 0.01 -0.10 -0.27
C -5.5935 3.2892 -0.9591 -0.11 -0.09 -0.09 -0.06
C -5.8298 4.5977 -0.5844 0.00 0.01 0.04 -0.04
S -4.0714 1.2478 -1.9327 0.08 0.07 0.17 0.68
O -5.2968 0.6518 -2.3907 -0.02 0.05 0.06 -0.28
O -3.6328 0.7049 -0.5891 -0.10 -0.07 -0.12 -0.20
N -2.8353 1.1847 -2.8623 -0.05 -0.01 0.12 -0.15
C -2.8928 0.8369 -4.1731 0.00 -0.05 -0.06 -0.45
N -1.8370 0.1183 -4.6233 -0.06 0.06 0.01 0.13
C -1.8761 -0.2724 -5.8846 -0.04 0.02 -0.01 -0.16
C -2.9242 0.0327 -6.7419 0.03 -0.02 0.00 -0.08
C -3.9298 0.8123 -6.1969 0.02 -0.01 0.02 -0.16
N -3.9272 1.2267 -4.9407 0.01 0.02 -0.08 0.13
H -4.4572 7.5650 -0.7247 0.02 0.00 -0.01 0.08
H -6.0217 7.1587 -0.2907 -0.02 0.00 -0.04 0.07
H -2.8055 5.9210 -1.3401 0.02 -0.01 0.02 0.11
H -2.3986 3.5879 -2.0220 0.04 0.01 -0.01 0.10
H -6.3639 2.5376 -0.8432 0.01 -0.01 -0.01 0.11
H -6.7861 4.8755 -0.1542 0.00 0.00 0.00 0.10
H -1.0316 -0.8663 -6.2276 0.00 0.00 -0.01 0.10
H -2.9467 -0.3026 -7.7686 0.01 -0.01 0.00 0.08
H -4.7770 1.1272 -6.8014 0.00 0.01 0.01 0.10
C 0.7823 2.8897 6.4229 0.04 0.02 0.03 -0.07
C -0.4905 2.1639 6.0105 -0.10 -0.04 0.03 -0.21
N -0.4483 1.6872 4.6414 0.13 -0.05 0.03 -0.05
C -0.8364 2.5416 3.6371 -0.21 0.14 -0.03 0.01
C -0.6996 2.3571 2.3079 0.05 -0.09 -0.06 0.00
C -1.2060 3.4957 1.3789 0.34 -0.12 -0.04 -0.65
O -1.7612 4.4307 1.9789 -0.17 0.20 0.05 -0.05
O -0.9524 3.3603 0.1662 -0.09 -0.02 0.03 -0.04
C -0.0353 1.1430 1.8821 -0.04 -0.33 0.05 -0.31
O 0.3785 0.8288 0.7778 -0.01 0.43 -0.23 -0.07
C 0.2206 0.1481 2.9582 0.06 -0.03 -0.03 -0.03
C 0.6701 -1.1033 2.5453 -0.01 0.01 0.16 0.11
C 1.0889 -1.9870 3.4959 -0.10 0.06 0.03 -0.19
F 1.4800 -3.2427 3.1559 0.02 -0.05 0.00 0.06
C 1.1634 -1.6299 4.8407 0.08 -0.11 -0.22 -0.19
C 0.6668 -0.4096 5.2619 -0.03 -0.02 -0.04 0.06
C 0.1255 0.4756 4.3156 0.03 -0.04 -0.08 -0.13
N 1.8269 -2.5056 5.7635 -0.09 0.27 0.28 -0.11
C 3.1234 -2.9933 5.3471 0.05 -0.05 -0.03 -0.15
C 3.8961 -3.4062 6.5812 -0.03 -0.05 0.05 -0.09
N 3.0887 -4.4939 7.2543 -0.01 -0.06 -0.08 0.05
C 1.7006 -4.0283 7.6211 0.07 0.01 0.00 -0.09
C 1.0219 -3.5452 6.3519 -0.01 -0.19 -0.07 -0.15
H 0.6888 3.2875 7.4352 0.00 -0.01 0.01 0.07
H 0.9782 3.7205 5.7450 -0.02 0.01 -0.01 0.08
H 1.6461 2.2237 6.3912 0.00 -0.02 -0.01 0.07
H -1.3518 2.8276 6.0945 0.04 0.02 -0.02 0.12
H -0.6907 1.3162 6.6694 -0.01 0.04 0.01 0.11
H -1.3141 3.4637 3.9540 0.03 -0.01 0.00 0.13
H 0.7013 -1.3275 1.4870 0.01 0.01 0.01 0.14
H 0.7478 -0.1491 6.3082 0.04 -0.02 0.01 0.10
H 3.6596 -2.2167 4.8039 0.01 0.02 0.04 0.16
H 3.0528 -3.8589 4.6682 0.02 0.04 -0.03 0.13
H 3.9788 -2.5944 7.3015 0.03 0.02 -0.03 0.14
H 4.8754 -3.8257 6.3567 0.00 0.03 -0.04 0.14
H 3.5759 -4.8615 8.0687 0.01 0.04 0.04 0.17
H 2.9963 -5.2628 6.5850 0.01 -0.01 0.01 0.18
H 1.8328 -3.2126 8.3300 -0.05 -0.01 0.01 0.14
H 1.1924 -4.8676 8.0932 -0.04 0.01 -0.03 0.13
H 0.0326 -3.1607 6.5938 0.02 0.02 0.03 0.15
H 0.8841 -4.4040 5.6676 -0.05 0.03 0.01 0.14
O 3.7803 -2.0752 0.3768 -0.09 0.13 0.00 -0.08
C 3.0735 -1.5243 -0.4934 0.07 -0.10 0.06 -0.79
O 2.9689 -0.3088 -0.7799 0.05 -0.08 -0.05 -0.08
C 2.2177 -2.4908 -1.3595 -0.07 -0.13 0.04 -0.28
P 1.1548 -1.5964 -2.5439 0.42 0.53 0.12 1.01
C 0.3108 -2.9501 -3.4273 -0.28 -0.05 0.02 -0.36
C -1.0078 -3.2030 -3.0429 0.01 0.06 0.00 -0.09
C -1.7415 -4.2052 -3.6621 0.00 -0.02 -0.01 -0.08
C -1.1692 -4.9564 -4.6787 -0.06 -0.02 0.01 -0.11
C 0.1380 -4.7043 -5.0729 0.04 -0.04 -0.06 -0.11
C 0.8734 -3.7062 -4.4524 0.05 -0.03 0.03 -0.09
C 2.3108 -1.0367 -3.8438 -0.04 -0.18 -0.07 -0.37
C 3.6842 -1.2557 -3.8316 0.01 0.03 0.02 -0.08
C 4.4671 -0.8729 -4.9145 0.00 0.00 0.03 -0.09
C 3.8846 -0.2784 -6.0243 0.01 0.03 -0.04 -0.11
C 2.5160 -0.0372 -6.0346 0.01 0.05 0.00 -0.10
C 1.7412 -0.3969 -4.9439 -0.02 -0.02 -0.06 -0.12
H 1.5480 -3.0623 -0.7098 0.06 -0.01 0.03 0.08
H 2.8755 -3.2173 -1.8462 -0.06 -0.01 -0.02 0.08
H -1.4712 -2.5900 -2.2746 -0.02 -0.04 -0.02 0.07
H -2.7663 -4.3797 -3.3590 0.00 0.01 0.00 0.10
H -1.7455 -5.7289 -5.1741 0.00 -0.01 0.00 0.09
H 0.5854 -5.2833 -5.8726 -0.01 0.00 0.00 0.09
H 1.8898 -3.5078 -4.7729 0.01 0.01 -0.01 0.10
H 4.1541 -1.7085 -2.9682 0.00 -0.01 0.00 0.10
H 5.5369 -1.0440 -4.8869 0.00 0.00 -0.01 0.09
H 4.4956 0.0107 -6.8716 0.00 0.00 0.01 0.09
H 2.0541 0.4548 -6.8827 0.01 -0.01 -0.01 0.10
H 0.6830 -0.1638 -4.9247 -0.05 -0.02 0.02 0.07
C 1.9853 2.6412 -0.8621 0.12 0.11 0.08 -0.03
C 1.7444 2.1957 -2.2553 -0.07 -0.01 -0.17 -0.47
C 2.8746 2.3822 -3.2298 -0.05 0.00 0.02 -0.01
O 0.6936 1.6800 -2.6292 0.40 0.12 0.06 -0.09
H 2.7426 3.4278 -0.8425 -0.04 0.01 0.00 0.08
H 2.3848 1.7714 -0.3299 -0.02 -0.03 -0.02 0.07
H 1.0538 2.9532 -0.3910 -0.04 0.01 0.01 0.06
H 3.1784 3.4305 -3.2491 -0.01 0.01 0.01 0.08
H 2.5987 2.0414 -4.2221 0.00 0.00 -0.04 0.06
H 3.7220 1.7999 -2.8590 0.00 -0.03 0.00 0.10
F -3.1117 -1.6145 -0.8952 -0.11 -0.09 0.06 0.02
B -2.5705 -0.4434 -0.3516 0.43 0.20 -0.22 -1.01
F -2.4969 -0.5244 1.0372 -0.06 -0.05 0.10 0.05
```
Forces are in eV/Å.

Its gap between HOMO and LUMO is 2.7 eV. Its LUMO energy is -0.0083 Ha. Its total energy is -3882.67048 a.u. The spin multiplicity is 1. Its highest occupied orbital energy is -2.9236 eV. The energy above the lowest of the compared OMol25 structures with the same formula, charge and spin is 20.2 kcal/mol. The charge is -1.